Below is 6 unconnected molecules or ions with the total composition H12O6 in a non-equilibrium geometry, with properties calculated with ωB97M-V/def2-TZVPD.

Positions of all 18 atoms, in Å:
O: 0.47936 -0.82589 -1.38142
H: 1.31748 -1.32647 -1.40650
H: 0.81635 0.08377 -1.27651
O: 1.21343 1.74857 -0.70966
H: 1.69532 1.21359 -0.05050
H: 0.40828 2.06068 -0.21933
O: 2.31841 -0.53619 0.49484
H: 2.89511 -0.30651 1.24372
H: 1.45062 -0.83949 0.84446
O: -0.12365 -0.96943 1.46625
H: -0.27715 -0.03790 1.38063
H: -0.78914 -1.32809 0.82722
O: -1.96782 -0.97620 -0.52806
H: -1.15478 -0.85510 -1.09216
H: -2.52229 -1.57176 -1.10563
O: -1.52853 1.55233 0.53296
H: -2.23348 2.17283 0.80310
H: -1.99752 0.74127 0.17661

relative energy (zero: lowest compared OMol25 entry of this formula, charge and spin)	43.7	kJ/mol
calculated total energy	-458.6558	a.u.
gap between HOMO and LUMO	11.58	eV
LUMO	0.50	eV
highest occupied orbital energy	-11.075	eV
SMILES	O.O.O.O.O.O
strongest force on any atom	0.042	Eh/bohr

These are the natural (NBO) partial charges, in e, on atoms 1 to 5: number 1, O, carries -1.01; number 2, H, carries 0.50; number 3, H, carries 0.51; number 4, O, carries -0.98; number 5, H, carries 0.49